The following is a DFT calculation (wB97M-V/def2-TZVPD) of a molecular structure, C6H7CrO6.

ORCA input file:
```
! wB97M-V def2-TZVPD RIJCOSX def2/J DEFGRID3
* xyz 1 5
O -0.67282 -0.96253 1.11366
O -0.89151 1.30901 1.40763
C 0.27213 1.64379 2.14440
C 1.36925 1.51186 1.09562
O 0.89607 0.44482 0.27686
C -0.58900 0.23830 0.56460
H 0.16055 2.66085 2.53420
H 0.41976 0.94332 2.98083
H 2.34631 1.25307 1.51853
H 1.45553 2.42354 0.48764
Cr 0.98036 -1.58096 0.35523
O 1.22250 -2.83144 -1.17332
O -0.67423 -1.85095 -1.57941
C -0.91949 -0.54894 -1.83061
C -1.33710 0.40112 -0.77045
O -0.17422 -3.66573 -2.76061
C 0.19211 -2.87853 -1.91702
H -0.45790 -0.23431 -2.76669
H -1.18743 1.43567 -1.11652
H -2.41085 0.28805 -0.56458
*
```

## Properties
⟨S²⟩: 6.01
E_HOMO (spin up / spin down): -13.62 / -14.90 eV
Orbital gap (spin up / spin down): 0.2533 / 0.3005 hartree
Relative energy (zero: lowest compared OMol25 entry of this formula, charge and spin): 0.000 eV
Total energy: -1728.4123 Ha

The following is a DFT calculation (wB97M-V/def2-TZVPD) of a molecular structure, C43H35Cl3GeN5O4S3Sn.

ORCA input file:
```
! wB97M-V def2-TZVPD RIJCOSX def2/J DEFGRID3
* xyz 2 2
Sn -1.25410 3.00543 0.87262
O 0.07484 6.95482 -0.08264
C -0.43687 6.02429 0.68366
O -1.52821 5.50307 0.54904
C 0.44899 5.57400 1.79121
C 1.18510 6.45561 2.53295
C 1.86935 5.94969 3.65299
C 1.78749 4.62128 3.94458
C 1.02747 3.75293 3.11479
N 0.36484 4.25514 2.03227
C 0.84163 2.38507 3.37413
O 1.29599 1.79259 4.49238
O 0.14773 1.64254 2.58271
H -0.47581 7.09248 -0.87666
H 1.20714 7.50588 2.27756
H 2.44272 6.61520 4.28547
H 2.32037 4.23751 4.80570
H 1.64979 2.43777 5.11492
N 0.31655 0.62625 -1.04171
S -0.80582 -0.09889 -1.81746
N -1.30694 -1.46222 -1.12435
S -0.18170 -2.25869 -0.34826
N 0.86269 -1.48455 0.47666
S 0.57820 -0.10114 1.36698
N 0.00126 0.96367 0.29973
C -0.50649 -0.82162 2.59335
C -1.83125 -0.42307 2.61831
C -2.66874 -0.99840 3.55998
C -2.16964 -1.93221 4.46226
C -0.83924 -2.32587 4.40309
C 0.01095 -1.77599 3.45382
C 2.31017 0.08278 1.77214
C 3.07793 0.48209 0.68129
C 4.43305 0.68085 0.87553
C 4.99648 0.48624 2.13315
C 4.20867 0.07689 3.19921
C 2.84616 -0.12715 3.02940
C 0.78485 -3.21043 -1.46745
C 2.12565 -2.90667 -1.65268
C 2.82648 -3.62416 -2.61155
C 2.18859 -4.61626 -3.34478
C 0.84183 -4.90472 -3.13758
C 0.12207 -4.19703 -2.19212
C -1.12744 -3.44913 0.53497
C -2.51386 -3.48075 0.43447
C -3.19464 -4.46493 1.13462
C -2.49263 -5.38532 1.90246
C -1.10415 -5.33597 1.98419
C -0.40514 -4.36175 1.29702
C -2.37310 0.64598 -2.10865
C -3.31775 0.60929 -1.08464
C -4.54288 1.20641 -1.30483
C -4.80815 1.82016 -2.52708
C -3.84944 1.85089 -3.53039
C -2.61149 1.26224 -3.32939
C -0.07348 -0.38605 -3.38695
C 1.05480 0.32723 -3.77495
C 1.60808 0.04057 -5.01242
C 1.04064 -0.93295 -5.82473
C -0.09591 -1.62688 -5.41902
C -0.67028 -1.35178 -4.19165
H -2.19912 0.32290 1.92499
H -3.70982 -0.70128 3.59791
H -2.82442 -2.35213 5.21774
H -0.45875 -3.07057 5.09237
H 1.04091 -2.10287 3.37823
H 2.62035 0.63702 -0.28972
H 5.05390 0.98629 0.04230
H 6.05431 0.66015 2.28068
H 4.65088 -0.08210 4.17636
H 2.23631 -0.43079 3.86453
H 2.59423 -2.13315 -1.05568
H 3.87508 -3.41111 -2.77991
H 2.74871 -5.18241 -4.08019
H 0.35413 -5.68254 -3.71229
H -0.92868 -4.40719 -2.01425
H -3.03058 -2.76030 -0.18739
H -4.27338 -4.51626 1.06969
H -3.03192 -6.15672 2.43946
H -0.56593 -6.06185 2.58131
H 0.68077 -4.31407 1.33675
H -3.09946 0.10983 -0.14970
H -5.29583 1.18967 -0.52888
H -5.77377 2.28009 -2.69463
H -4.05944 2.33879 -4.47320
H -1.84858 1.30943 -4.09810
H 1.46346 1.09417 -3.13254
H 2.47698 0.59204 -5.34875
H 1.48002 -1.14811 -6.79147
H -0.54147 -2.37459 -6.06432
H -1.56527 -1.86984 -3.85970
Cl -0.62631 6.41336 -3.46114
Ge 0.98215 4.88882 -3.19193
Cl -0.56568 3.57325 -1.44382
Cl 0.37286 3.43979 -4.77237
*
```

## Properties
⟨S²⟩: 0.76
E_HOMO (spin up / spin down): -10.95 / -12.89 eV
Orbital gap (spin up / spin down): 0.2216 / 0.2831 hartree
Relative energy (zero: lowest compared OMol25 entry of this formula, charge and spin): 2.096 eV
Total energy: -7100.0662 Ha

The following is a DFT calculation (wB97M-V/def2-TZVPD) of a molecular structure, C22H33As2AuNO3.

ORCA input file:
```
! wB97M-V def2-TZVPD RIJCOSX def2/J DEFGRID3
* xyz 1 1
C 1.93235 -4.34665 -1.33177
C 1.22840 -5.35145 -0.48002
H 3.00972 -4.35232 -1.11894
H 1.82511 -4.63301 -2.39279
C 0.11540 -5.07045 0.22136
C -0.53263 -3.71956 0.16259
H -0.21868 -3.13374 1.04891
H -1.62327 -3.82066 0.22537
C 1.83261 -6.72166 -0.43132
H 2.64689 -6.81937 -1.16128
H 1.08545 -7.49505 -0.66621
H 2.25231 -6.97576 0.55726
C -0.49529 -6.08515 1.13587
H 0.25770 -6.52724 1.80600
H -0.95696 -6.91782 0.57933
H -1.27330 -5.63578 1.76603
Au 0.22544 1.55655 -0.11757
O 0.20346 -0.66009 -0.49020
C -0.59060 -1.49887 -0.92816
O -2.08520 0.99518 -0.49051
C -2.50543 0.03306 -1.14433
O -3.68052 0.03340 -1.75617
N -1.87755 -1.20655 -1.30310
C -3.91838 -1.29104 -2.35843
C -2.81455 -2.18243 -1.87795
H -3.86630 -1.16668 -3.44198
H -4.89584 -1.64280 -2.03988
H -2.30791 -2.73828 -2.65973
H -3.13989 -2.86115 -1.08108
C -0.11806 -2.92400 -1.07250
C 1.40043 -2.92691 -1.11359
H -0.53724 -3.36660 -1.99185
H 1.75746 -2.53630 -0.14740
H 1.78107 -2.25386 -1.89177
C -1.23408 1.45640 3.07654
As -1.33454 3.03930 1.78288
C -1.14389 4.25114 3.31163
C -0.29466 4.68560 0.65170
C -1.21513 5.68671 0.41721
C -0.92946 6.69564 -0.51627
C 0.24419 6.63408 -1.27213
C 1.16220 5.60678 -1.08913
C 0.92833 4.70062 -0.03835
As 2.02893 3.08760 -0.10049
C 3.65367 3.57612 -1.12231
C 2.58547 2.80587 1.72659
H -2.13640 1.40820 3.73632
H -1.15905 0.50967 2.51927
H -0.33886 1.59371 3.69656
H -0.11136 4.60332 3.24382
H -1.87325 5.07281 3.19465
H -1.34582 3.67315 4.21711
H -2.18485 5.70169 0.92527
H -1.66453 7.47987 -0.68464
H 0.41318 7.36956 -2.05838
H 1.98686 5.46741 -1.78455
H 4.11729 4.46603 -0.66156
H 4.30747 2.69904 -1.04716
H 3.37686 3.77342 -2.16459
H 1.69766 2.46620 2.26480
H 3.01506 3.72531 2.13471
H 3.33252 2.00775 1.62635
*
```

## Properties
E_HOMO: -10.15 eV
Orbital gap: 0.2527 hartree
Total energy: -5745.5080 Ha